(1)
Entry from the OMol25 dataset: an isolated molecule of C5H9NO at a distorted geometry (ωB97M-V with the def2-TZVPD basis set).

XYZ file:
```
16
Properties=species:S:1:pos:R:3:lowdin_charge:R:1
C -2.485 0.304 0.581 -0.015
C 2.032 0.804 -0.723 -0.050
C -1.350 -0.575 0.145 -0.450
C 0.945 -0.067 -0.138 -0.383
N 1.364 -0.945 0.848 0.104
C -0.287 -0.006 -0.701 -0.028
O -1.346 -1.804 0.319 0.029
H 0.710 -1.723 0.981 0.087
H 2.310 -1.295 0.720 0.099
H -0.560 0.671 -1.501 0.109
H -2.606 0.208 1.664 0.090
H -2.284 1.351 0.339 0.077
H -3.407 -0.004 0.080 0.090
H 1.671 1.447 -1.532 0.077
H 2.837 0.186 -1.136 0.079
H 2.455 1.448 0.055 0.084
```

Results
LUMO level	0.948	eV
E_HOMO	-8.426	eV
SMILES string	CC(=O)/C=C(/C)N
charge	0
orbital gap	9.4	eV

(2)
Entry from the OMol25 dataset: a structure of composition C5H9NO at a distorted geometry (ωB97M-V with the def2-TZVPD basis set).

XYZ file:
```
16
Properties=species:S:1:pos:R:3:lowdin_charge:R:1
C 0.171 0.091 0.455 -0.290
C -0.956 1.084 0.648 -0.068
C -0.453 -1.613 1.037 -0.011
C 0.497 -0.262 -0.864 -0.320
C 1.404 1.384 -1.330 -0.146
N 0.372 -1.005 -1.834 0.167
O 1.419 2.485 -0.865 0.024
H 1.048 0.259 1.074 0.133
H -0.061 -1.914 -1.687 0.069
H 1.983 1.160 -2.262 0.086
H -1.319 1.029 1.673 0.080
H -0.604 2.098 0.462 0.069
H -1.784 0.871 -0.025 0.090
H 0.292 -2.388 0.876 0.040
H -1.396 -1.832 0.542 0.043
H -0.612 -1.447 2.099 0.034
```

Results
LUMO level	0.853	eV
E_HOMO	-8.040	eV
charge	0
orbital gap	8.9	eV

(3)
Entry from the OMol25 dataset: a cluster of 2 separate species, C5H9NO in total at a distorted geometry (ωB97M-V with the def2-TZVPD basis set).

XYZ file:
```
16
Properties=species:S:1:pos:R:3:lowdin_charge:R:1
C 1.712 0.264 -0.917 -0.127
O 0.905 1.055 -0.068 -0.278
C -0.135 -0.783 1.563 0.028
C -1.382 -0.948 1.106 -0.179
C -0.221 1.543 -0.728 -0.141
C -1.668 -1.863 0.016 -0.245
N -1.885 -2.626 -0.834 0.134
H 2.051 0.847 -1.791 0.090
H 1.189 -0.645 -1.279 0.093
H 2.598 -0.038 -0.345 0.092
H 0.088 -0.081 2.369 0.084
H 0.710 -1.305 1.108 0.078
H -2.228 -0.397 1.524 0.105
H -0.759 2.185 -0.021 0.095
H 0.066 2.129 -1.618 0.092
H -0.901 0.735 -1.054 0.080
```

Results
LUMO level	0.674	eV
E_HOMO	-9.927	eV
SMILES string	C=CC#N.COC
charge	0
orbital gap	10.6	eV

(4)
Entry from the OMol25 dataset: an isolated molecule of C5H9NO at a distorted geometry (ωB97M-V with the def2-TZVPD basis set).

XYZ file:
```
16
Properties=species:S:1:pos:R:3:lowdin_charge:R:1
C -1.593 1.711 0.209 -0.100
O -0.213 1.470 0.339 -0.230
C 0.458 0.645 -0.635 -0.170
C 0.861 -0.550 0.227 -0.329
C -0.053 -1.785 0.241 -0.058
C 2.256 -0.968 -0.040 -0.190
N 3.316 -1.327 -0.348 0.143
H -2.140 1.393 1.110 0.091
H -1.995 1.173 -0.654 0.085
H -1.728 2.787 0.074 0.086
H 1.349 1.185 -0.978 0.130
H -0.206 0.436 -1.478 0.126
H 0.550 0.134 1.114 0.171
H 0.386 -2.558 0.882 0.083
H -1.016 -1.509 0.678 0.077
H -0.231 -2.238 -0.742 0.086
```

Results
LUMO level	0.813	eV
E_HOMO	-10.310	eV
SMILES string	COC[C@@H](C)C#N
charge	0
orbital gap	11.1	eV

(5)
Entry from the OMol25 dataset: a structure of composition C5H9NO at a distorted geometry (ωB97M-V with the def2-TZVPD basis set).

XYZ file:
```
16
Properties=species:S:1:pos:R:3:lowdin_charge:R:1
C 0.685 0.014 -0.142 -0.543
C -0.251 1.514 0.247 -0.078
C -0.722 0.097 0.525 -0.233
C 1.620 -1.156 -0.172 0.006
C -1.904 -0.487 -0.211 -0.053
N 1.016 1.301 0.752 0.096
O 0.384 0.715 -1.297 -0.083
H 1.738 1.906 0.362 0.114
H -0.755 2.463 0.091 0.142
H -0.742 -0.113 1.597 0.141
H 2.563 -0.864 -0.634 0.084
H 1.804 -1.531 0.833 0.085
H 1.169 -1.945 -0.776 0.088
H -1.810 -0.301 -1.281 0.079
H -1.955 -1.566 -0.042 0.078
H -2.839 -0.048 0.147 0.077
```

Results
LUMO level	1.103	eV
E_HOMO	-8.903	eV
charge	0
orbital gap	10.0	eV

(6)
Entry from the OMol25 dataset: an isolated molecule of C5H9NO (ωB97M-V with the def2-TZVPD basis set).

XYZ file:
```
16
Properties=species:S:1:pos:R:3:lowdin_charge:R:1
C -0.069 0.454 1.523 -0.013
C -0.247 -0.517 0.361 -0.521
O -0.575 -1.818 0.797 0.003
C -1.039 -0.046 -0.895 -0.087
N 0.179 -0.133 -1.786 0.007
C 1.126 0.792 -1.123 -0.121
C 0.937 -0.555 -0.577 -0.202
H 0.495 1.338 1.218 0.068
H 0.511 -0.039 2.307 0.090
H -1.023 0.806 1.926 0.085
H -1.472 -1.811 1.155 0.103
H -1.485 0.954 -0.859 0.116
H -1.806 -0.768 -1.196 0.119
H 0.661 1.659 -0.664 0.097
H 2.105 1.007 -1.535 0.108
H 1.700 -1.324 -0.651 0.147
```

Results
LUMO level	0.873	eV
E_HOMO	-9.122	eV
SMILES string	C[C@@]1(O)CN2C[C@H]21
charge	0
orbital gap	10.0	eV

(7)
Entry from the OMol25 dataset: an isolated molecule of C5H9NO (ωB97M-V with the def2-TZVPD basis set).

XYZ file:
```
16
Properties=species:S:1:pos:R:3:lowdin_charge:R:1
C -1.145 1.533 0.700 -0.018
C -1.060 0.119 1.200 -0.489
N -1.578 -0.238 2.296 0.158
O -0.481 -0.823 0.377 -0.025
C 0.804 -0.548 -0.115 -0.340
C 0.960 0.061 -1.473 -0.097
C 1.251 -1.403 -1.249 -0.086
H -0.162 1.936 0.441 0.080
H -1.764 1.569 -0.204 0.090
H -1.605 2.151 1.473 0.082
H -1.393 -1.237 2.414 0.065
H 1.525 -0.303 0.664 0.156
H 0.042 0.304 -1.999 0.108
H 1.789 0.743 -1.638 0.103
H 0.532 -2.125 -1.625 0.111
H 2.284 -1.738 -1.263 0.102
```

Results
LUMO level	1.046	eV
E_HOMO	-9.953	eV
SMILES string	[H]/N=C(/C)OC1CC1
charge	0
orbital gap	11.0	eV

(8)
Entry from the OMol25 dataset: a cluster of 2 separate species, C5H9NO in total at a distorted geometry (ωB97M-V with the def2-TZVPD basis set).

XYZ file:
```
16
Properties=species:S:1:pos:R:3:lowdin_charge:R:1
C -0.438 1.359 2.730 -0.042
O -1.159 1.023 1.538 -0.094
C -0.440 0.710 0.496 0.004
C 0.835 -0.944 -1.283 -0.203
C -0.069 -1.857 -2.074 -0.135
C 0.913 0.398 -1.556 -0.385
N 0.775 1.575 -1.469 0.111
H -1.185 1.541 3.500 0.095
H 0.157 2.260 2.557 0.103
H 0.209 0.525 3.020 0.099
H 0.627 0.627 0.612 0.069
H -1.013 0.486 -0.383 0.084
H 1.723 -1.395 -0.843 0.088
H 0.426 -2.272 -2.963 0.068
H -0.393 -2.705 -1.460 0.066
H -0.966 -1.331 -2.420 0.071
```

Results
LUMO level (alpha / beta)	-0.185 / 0.290	eV
E_HOMO (alpha / beta)	-7.310 / -7.651	eV
charge	0
orbital gap (alpha / beta)	7.1 / 7.9	eV

Calculated values (kcal per mole) of energy above the lowest of the compared OMol25 structures with the same formula, charge and spin for the records, taken in order: 29.55; 97.12; 61.53; 59.59; 91.51; 69.94; 46.25; 115.69.